Record 1
The following is a quantum chemistry calculation of 5 unconnected molecules or ions with the total composition C29H42BNO13, from the OMol25 dataset.

Its charge is -2. The LUMO energy is 0.132 hartree. As for the highest occupied orbital energy: -0.9 eV. Its gap between HOMO and LUMO is 4.481 eV.

CARTESIAN COORDINATES (ANGSTROEM)
C  0.2529  -1.8124  -0.6242
C  1.6791  -1.2921  -4.5875
C  1.1337  -3.2877  3.8931
O  6.0766  -2.5942  -4.4404
C  -1.3664  -2.8986  4.2112
C  0.7734  -3.8402  2.5073
C  -2.0665  2.4202  -7.6662
O  -1.8143  1.2949  6.9746
H  2.0995  -1.1301  -5.5734
O  -1.2901  0.5587  4.9285
C  -4.4885  6.5053  1.1568
C  -1.0120  1.1148  3.6231
O  0.9328  0.4403  -0.0498
O  -1.2961  0.0353  -0.1093
H  -2.8029  5.1719  1.5653
H  -1.2221  -1.6108  -2.8973
C  -1.0192  -2.6526  -0.4352
H  9.0495  -2.8100  -1.9103
H  0.3218  -1.5612  2.1577
H  -1.4699  3.2167  -8.1077
H  -4.2469  6.5242  0.0964
H  -2.5258  3.4371  5.4182
O  -0.7950  -3.9462  -1.0710
N  2.0643  -1.6093  -2.2393
O  -2.0621  0.1241  -7.1407
H  -2.0854  -2.5061  4.9384
C  8.4345  -1.9161  -2.0494
H  -0.3913  -1.2739  -5.2001
C  2.4925  -1.4320  -3.4798
O  -3.7039  5.0235  4.2756
H  5.1719  -2.3773  -1.8642
H  7.3813  -2.3496  -0.1733
O  7.9366  -1.9174  -3.3968
H  1.2138  -2.0899  6.3489
C  -1.6753  1.0335  -8.1731
H  -2.1868  0.7472  -9.0903
H  -1.3052  -4.5351  -0.5045
C  6.6648  -2.4137  -3.4179
C  -0.1604  -1.5646  -3.0963
C  6.1991  -2.7100  -2.0064
H  -2.6851  6.7296  2.4085
H  -6.6167  6.0009  1.4004
C  0.2470  -2.0338  5.8432
C  0.7455  -1.6751  -2.0282
H  -1.2192  -2.1237  3.4567
H  0.2211  -1.1766  5.1708
C  -3.3712  5.9682  2.0493
O  -1.0987  -2.8258  0.9202
H  -0.7518  3.3985  5.3272
H  -0.5968  0.9440  -8.3276
C  -0.0749  -0.2723  -0.1932
H  1.5231  -2.2716  3.7737
H  -0.8656  2.4629  -5.8363
C  7.1973  -1.9234  -1.1570
H  -5.6006  4.6430  0.8818
C  -1.6712  2.8576  5.0911
B  0.3297  -2.5991  1.4781
H  1.9466  -3.8626  4.3653
H  -1.9319  -2.2343  -0.8603
H  -4.7525  7.5189  1.4635
H  -3.1157  2.6151  -7.8960
H  -1.3633  0.4183  2.8657
H  0.0694  1.2109  3.5192
C  -2.1508  0.7770  -5.9386
C  -1.6201  1.5142  5.8088
H  1.5852  -4.4592  2.1075
H  -0.1487  -4.1321  5.4865
O  -5.4286  5.1796  2.8617
C  0.3045  -1.3756  -4.3759
C  -0.0295  -3.2127  4.8984
H  -0.0910  -4.5087  2.5954
O  1.1270  -2.4785  0.2376
H  3.5714  -1.3837  -3.6099
C  -4.1302  5.3566  3.2124
H  -1.7963  -3.7539  3.6926
C  -5.6313  5.5495  1.4894
H  -2.5752  2.8483  -5.5617
C  -1.8874  2.2568  -6.1583
O  -2.3610  0.2141  -4.9170
H  6.8340  -0.9049  -1.0195
H  -0.5628  -1.8895  6.5623
H  9.0607  -1.0353  -1.9202
H  -1.2842  3.1699  2.9333
H  -2.7766  2.3129  3.3281
H  6.2681  -3.7856  -1.8392
C  -1.7339  2.4546  3.6198

Record 2
The following is a quantum chemistry calculation of a molecular structure, C12H35N2O7PdZn at a distorted geometry, from the OMol25 dataset.

Its charge is +3. The LUMO energy (spin up / spin down) is -0.398 / -0.494 hartree. Its multiplicity is 3. As for the highest occupied orbital energy (spin up / spin down): -17.8 / -17.8 eV. Its gap between HOMO and LUMO (spin up / spin down) is 6.964 / 4.347 eV.

CARTESIAN COORDINATES (ANGSTROEM)
C  0.0326  -1.8513  -1.4944
H  0.0150  -2.6058  -0.7079
C  -0.2217  1.1034  -4.8173
H  -3.9730  -1.5424  1.9133
C  0.2078  1.9773  -2.6549
O  0.9010  -1.7540  1.4563
O  -1.2937  0.4661  1.3982
O  -0.5423  1.0431  -3.4385
N  0.5544  2.2510  -0.2587
H  -2.7735  -2.8474  3.3874
C  -2.0551  -1.1822  4.4573
H  -0.6952  0.2359  -5.2770
C  1.4291  -1.3740  -1.7546
H  2.8217  0.2365  3.4675
C  -0.3533  2.4061  -1.3490
O  1.8717  -0.4275  -0.7281
C  -0.9439  3.7951  -1.2238
H  -0.6372  1.9715  -5.3289
H  1.9075  -2.1540  3.2083
H  -1.2292  4.0157  -0.1952
H  -1.8591  3.8013  -1.8159
C  1.9595  -1.4445  2.3824
H  2.2557  1.5530  2.1011
H  1.5085  2.5687  -0.3530
O  -3.5391  -1.0202  2.5920
H  0.3214  2.9094  -3.2084
H  2.0777  -2.2448  -1.8505
H  -0.9720  -1.9598  -3.4933
H  -1.7411  -2.9665  -2.1488
H  1.0882  0.1528  3.6472
C  -2.4537  -1.8361  3.1363
H  3.8872  -0.4931  -1.6146
H  0.2348  2.9344  0.4128
H  3.4225  0.9740  -0.9108
H  2.9061  -1.7387  1.9290
H  1.2423  1.6461  -2.5651
H  -1.6612  -0.3142  1.8572
H  -0.3580  4.5654  -1.7252
H  -1.2306  -1.7105  4.9361
H  1.3789  -0.6935  -2.6046
H  -1.7522  -0.8974  -1.0835
H  -1.4495  0.4571  5.1713
H  -0.8331  -0.2257  -2.0371
C  1.9013  -0.0163  2.9413
Zn  0.3014  0.1222  0.4012
H  3.7969  -0.3452  0.1245
H  -1.5598  -1.8861  2.5146
H  -0.3514  -3.4709  -3.0708
H  0.7471  -2.6982  1.3762
H  -2.9752  -1.1089  5.0371
H  0.8595  1.0304  -4.9342
Pd  -2.8903  1.2903  2.5493
N  -0.7714  -0.6604  -1.1275
C  -0.8304  -2.6003  -2.6228
O  1.8847  0.7557  1.7161
C  3.2765  -0.1006  -0.8015
H  -1.2160  1.7574  -1.1974
O  -1.6286  0.1507  4.2793

Record 3
The following is a quantum chemistry calculation of a single C2H3N3O2 molecule at a distorted geometry, from the OMol25 dataset.

The energy above the lowest of the compared OMol25 structures with the same formula, charge and spin is 4.4858 eV. As for the SMILES: [H]/N=c1/ncon1O. The LUMO energy is 0.012 hartree. As for the highest occupied orbital energy: -9.8 eV. Its gap between HOMO and LUMO is 10.139 eV.

CARTESIAN COORDINATES (ANGSTROEM)
H  2.7667  -0.2491  -0.4226
C  1.7295  -0.0297  -0.0703
N  -1.0640  1.8104  0.0002
N  1.2029  1.0929  -0.1022
O  0.9815  -1.1099  0.1141
O  -1.3559  -1.1831  -0.3349
C  -0.2001  0.9050  0.0783
N  -0.3860  -0.5507  0.3819
H  -1.7302  -1.9092  0.2791
H  -1.9446  1.2234  0.0764